(1)
{"formula": "C37H56FN3O6", "method": "ωB97M-V/def2-TZVPD", "smiles": "CC[C@@H](C)c1cccc2c1C(=O)c1c(F)ccc(CCCCCCCCCOC)c1C2=O.CN(C)C=O.CN(C)C=O.CN(C)C=O", "spin_multiplicity": 1, "homo_energy_ev": -9.02, "symbols": ["C", "C", "C", "C", "C", "C", "C", "C", "C", "C", "C", "O", "C", "C", "F", "C", "C", "C", "C", "C", "C", "C", "C", "C", "C", "C", "C", "O", "C", "C", "C", "O", "H", "H", "H", "H", "H", "H", "H", "H", "H", "H", "H", "H", "H", "H", "H", "H", "H", "H", "H", "H", "H", "H", "H", "H", "H", "H", "H", "H", "H", "H", "H", "H", "H", "H", "H", "C", "O", "N", "C", "C", "H", "H", "H", "H", "H", "H", "H", "C", "O", "N", "C", "C", "H", "H", "H", "H", "H", "H", "H", "C", "O", "N", "C", "C", "H", "H", "H", "H", "H", "H", "H"], "xyz": [[-2.485478, 1.863545, 1.509937], [-2.268394, 3.316254, 1.118404], [-1.729051, 3.562233, -0.303239], [-1.566933, 5.064539, -0.536567], [-0.457518, 2.784015, -0.507004], [0.766679, 3.325501, -0.117941], [1.955281, 2.626536, -0.240944], [1.959898, 1.340995, -0.749760], [0.752372, 0.765515, -1.114429], [-0.446686, 1.478828, -1.015817], [-1.673528, 0.783925, -1.512209], [-2.574751, 1.345134, -2.094788], [-1.697418, -0.691758, -1.274690], [-2.869006, -1.362720, -0.976248], [-4.030114, -0.696598, -0.916168], [-2.867595, -2.709528, -0.679044], [-1.662628, -3.393871, -0.692670], [-0.458350, -2.780528, -1.022329], [0.824941, -3.559740, -0.932746], [1.643435, -3.217913, 0.328901], [0.840375, -2.966727, 1.617108], [1.356941, -3.736050, 2.856220], [1.921428, -2.811050, 3.933381], [0.906325, -1.755773, 4.401129], [1.108875, -0.336488, 3.825963], [1.315430, 0.740941, 4.887940], [1.907600, 2.032863, 4.338707], [3.032863, 1.786373, 3.505506], [2.824017, 2.093293, 2.147836], [-0.498391, -1.413834, -1.320118], [0.734776, -0.628645, -1.636724], [1.664527, -1.088577, -2.264676], [-1.540008, 1.320263, 1.579989], [-3.144189, 1.332210, 0.821506], [-2.959584, 1.815570, 2.489630], [-1.536551, 3.746106, 1.813073], [-3.195306, 3.874173, 1.248360], [-2.473746, 3.215149, -1.010667], [-0.960021, 5.536697, 0.235578], [-2.554188, 5.526704, -0.491275], [-1.150365, 5.264336, -1.522538], [0.793285, 4.326346, 0.287855], [2.883718, 3.094504, 0.059464], [2.876920, 0.778300, -0.856823], [-3.791817, -3.205925, -0.421085], [-1.657463, -4.445284, -0.435492], [0.603013, -4.626093, -0.994704], [1.441003, -3.323726, -1.796259], [2.338019, -4.038248, 0.506370], [2.276116, -2.359036, 0.102221], [-0.214356, -3.189302, 1.468959], [0.902343, -1.904053, 1.848222], [2.115474, -4.457946, 2.549683], [0.540752, -4.314858, 3.297293], [2.229358, -3.418779, 4.786847], [2.828199, -2.332916, 3.555363], [0.926926, -1.693668, 5.490385], [-0.099954, -2.088976, 4.139585], [1.972449, -0.332062, 3.161919], [0.242620, -0.054978, 3.220740], [0.347416, 0.996028, 5.329345], [1.937430, 0.367027, 5.703374], [2.248996, 2.666894, 5.158847], [1.150956, 2.595759, 3.782859], [2.769631, 3.175799, 1.987951], [3.675319, 1.707217, 1.588736], [1.913945, 1.624552, 1.762725], [-0.016447, 4.173268, -4.815590], [-0.462200, 4.405965, -3.708152], [0.043694, 2.948439, -5.371754], [0.595703, 2.723433, -6.689840], [-0.460574, 1.822227, -4.601964], [0.385676, 4.965486, -5.470595], [-0.153005, 2.287587, -7.354750], [1.452667, 2.048468, -6.640621], [0.924412, 3.671086, -7.112336], [-1.514994, 1.963349, -4.367088], [0.087038, 1.747856, -3.662320], [-0.329987, 0.905209, -5.172098], [5.282287, -4.828458, -0.046920], [4.817105, -4.343266, 0.965328], [5.435816, -6.151579, -0.251797], [5.992430, -6.684032, -1.477466], [5.023984, -7.062915, 0.802173], [5.618564, -4.214614, -0.899669], [5.274258, -7.335739, -1.979229], [6.900370, -7.255892, -1.275390], [6.241854, -5.863760, -2.147471], [3.962135, -6.943043, 1.019460], [5.577487, -6.862687, 1.719737], [5.213455, -8.084134, 0.480853], [-6.560303, 2.775587, 0.918859], [-5.592021, 2.877832, 1.647011], [-6.509711, 2.755865, -0.425680], [-7.701904, 2.632555, -1.236652], [-5.213769, 2.856346, -1.080443], [-7.587502, 2.684160, 1.312871], [-7.657363, 1.733829, -1.855176], [-7.817351, 3.499678, -1.890325], [-8.575475, 2.566538, -0.590940], [-4.566454, 2.031142, -0.786275], [-4.721404, 3.791556, -0.809069], [-5.354738, 2.824184, -2.157642]], "atomic_forces_ev_per_a": [[-0.032, -0.081, 0.141], [0.343, 0.026, 0.096], [-0.279, 0.235, 0.209], [-0.165, -0.114, -0.100], [0.153, -0.056, -0.236], [-0.028, -0.029, -0.096], [-0.125, 0.266, -0.944], [-0.089, 0.019, -0.311], [0.039, 0.035, 0.005], [-0.035, 0.058, 0.127], [0.006, 0.056, -0.046], [-0.026, -0.128, -0.011], [0.154, 0.024, -0.016], [-0.042, -0.059, 0.024], [-0.091, 0.034, 0.004], [0.133, -0.041, -0.004], [-0.152, -0.027, -0.104], [-0.056, 0.158, -0.168], [0.110, 0.187, -0.167], [0.040, -0.256, 0.027], [0.318, -0.075, 0.170], [-0.096, 0.096, -0.112], [-0.033, -0.199, 0.028], [-0.054, 0.257, -0.016], [-0.025, -0.006, 0.046], [-0.162, 0.069, -0.014], [0.115, 0.006, -0.147], [0.185, -0.021, 0.163], [0.068, -0.234, 0.910], [-0.018, -0.118, 0.198], [0.051, -0.088, -0.063], [0.022, 0.066, 0.101], [0.025, -0.036, -0.069], [-0.014, 0.029, -0.056], [-0.042, -0.015, 0.013], [-0.052, 0.084, 0.071], [-0.077, -0.014, -0.044], [0.089, -0.096, -0.064], [0.077, 0.052, 0.006], [-0.022, 0.058, 0.033], [0.103, 0.027, 0.027], [-0.020, 0.061, 0.022], [-0.125, -0.010, -0.302], [0.005, -0.052, -0.024], [-0.056, 0.029, 0.006], [0.012, -0.038, 0.007], [-0.127, -0.024, 0.226], [0.015, -0.103, -0.066], [0.074, 0.004, -0.074], [-0.022, 0.069, 0.038], [-0.064, -0.008, -0.057], [-0.247, 0.079, -0.094], [0.076, -0.013, 0.034], [-0.032, -0.003, 0.012], [0.049, -0.032, -0.003], [0.020, 0.091, 0.020], [0.006, 0.012, 0.047], [-0.040, -0.126, 0.086], [0.070, -0.040, -0.022], [0.016, 0.020, -0.111], [0.013, -0.030, 0.160], [0.149, -0.075, -0.078], [-0.068, 0.044, 0.068], [-0.054, -0.010, -0.069], [-0.088, -0.030, 0.237], [0.057, -0.052, 0.035], [0.110, 0.049, 0.302], [0.034, 0.042, -0.018], [0.000, -0.014, 0.004], [-0.005, -0.045, -0.059], [-0.043, -0.027, 0.087], [0.020, 0.110, -0.001], [-0.001, -0.006, 0.004], [0.012, 0.004, -0.021], [0.010, 0.005, -0.022], [0.005, 0.012, -0.006], [-0.005, -0.029, 0.033], [-0.012, -0.047, 0.012], [0.021, 0.012, -0.034], [-0.012, 0.079, -0.012], [0.004, -0.009, 0.038], [0.020, -0.092, -0.054], [-0.043, -0.008, 0.102], [0.003, 0.060, -0.013], [0.009, -0.005, 0.004], [0.010, 0.000, -0.024], [0.011, 0.000, -0.025], [0.003, 0.012, -0.010], [-0.004, -0.010, 0.010], [-0.005, -0.009, 0.010], [0.004, -0.012, -0.007], [-0.057, -0.038, 0.046], [0.043, 0.030, -0.003], [-0.034, 0.017, -0.107], [0.107, -0.001, 0.021], [-0.043, -0.008, 0.117], [0.001, 0.010, -0.006], [-0.023, -0.002, -0.009], [-0.024, -0.002, -0.007], [-0.015, -0.001, 0.008], [-0.043, 0.024, -0.041], [-0.004, 0.003, -0.011], [0.008, -0.013, -0.015]], "lowdin_charge": [-0.083, -0.200, -0.325, -0.054, -0.104, 0.008, -0.112, -0.007, -0.088, -0.046, -0.268, 0.107, -0.001, -0.211, 0.088, 0.025, -0.021, -0.163, -0.134, -0.161, -0.165, -0.195, -0.203, -0.193, -0.209, -0.176, -0.222, -0.183, -0.140, -0.017, -0.274, 0.117, 0.066, 0.057, 0.078, 0.114, 0.098, 0.104, 0.072, 0.079, 0.064, 0.119, 0.103, 0.128, 0.123, 0.121, 0.114, 0.104, 0.081, 0.109, 0.101, 0.090, 0.095, 0.105, 0.103, 0.115, 0.101, 0.108, 0.096, 0.104, 0.117, 0.113, 0.119, 0.118, 0.090, 0.102, 0.077, -0.342, 0.019, -0.189, -0.061, -0.022, 0.133, 0.088, 0.090, 0.081, 0.089, 0.083, 0.094, -0.350, 0.008, -0.199, -0.062, -0.041, 0.135, 0.089, 0.089, 0.082, 0.089, 0.093, 0.084, -0.345, 0.017, -0.186, -0.061, -0.026, 0.131, 0.089, 0.089, 0.080, 0.065, 0.092, 0.095]}

---

(2)
{"formula": "H2N2O3S2", "method": "ωB97M-V/def2-TZVPD", "e_above_lowest_ev": 0.140, "total_charge": -2, "spin_multiplicity": 3, "homo_energy_ev": [-1.38, -1.56], "s2": 2.0108, "symbols": ["N", "N", "O", "O", "O", "S", "S", "H", "H"], "xyz": [[5.562142, -7.681379, 0.716238], [3.956085, -7.797497, -1.211138], [6.655256, -8.122783, 0.847074], [3.701374, -6.658035, -0.861319], [4.981219, -8.368337, -0.576619], [3.666951, -8.884695, 2.501580], [-5.813843, 9.693185, -3.774720], [3.999944, -8.739931, 3.915027], [-4.473000, 9.653591, -3.447901]], "atomic_forces_ev_per_a": [[-1.683, 1.406, 0.912], [0.748, 0.740, 0.915], [2.425, -0.797, 0.471], [0.019, -0.955, -0.342], [-1.496, -0.464, -1.911], [0.460, 0.222, 2.141], [0.819, 0.005, 0.197], [-0.458, -0.180, -2.181], [-0.836, 0.023, -0.204]], "mulliken_spin": [0.613, 0.047, 0.394, 0.062, -0.018, 0.916, 0.000, -0.015, 0.000]}

---

(3)
{"formula": "H24NO15", "method": "ωB97M-V/def2-TZVPD", "e_above_lowest_ev": 5.590, "total_charge": -1, "spin_multiplicity": 1, "homo_energy_ev": -6.67, "symbols": ["N", "O", "O", "O", "O", "H", "H", "O", "H", "H", "O", "H", "H", "O", "H", "H", "O", "H", "H", "O", "H", "H", "O", "H", "H", "O", "H", "H", "O", "H", "H", "O", "H", "H", "O", "H", "H", "O", "H", "H"], "xyz": [[-18.005388, -8.767124, 17.489871], [-18.441882, -7.910389, 18.270560], [-18.797271, -9.764138, 17.413951], [-16.807030, -8.940692, 17.442401], [-18.633656, -5.702351, 18.924565], [-18.166006, -5.129446, 18.213646], [-18.562466, -6.469564, 18.638560], [-21.121716, -9.813756, 15.289172], [-20.430112, -9.328547, 14.815313], [-21.313164, -9.489353, 16.166734], [-20.427780, -9.446193, 19.966983], [-19.900651, -8.938043, 19.284719], [-21.143977, -8.854138, 20.145422], [-16.620131, -11.797498, 16.826679], [-17.143163, -11.489987, 16.039435], [-16.403517, -10.897011, 17.422929], [-21.376771, -8.257605, 17.004204], [-20.569989, -8.655805, 17.292684], [-21.947504, -8.053659, 17.736348], [-15.511490, -8.117938, 15.045699], [-15.562594, -8.821724, 15.802931], [-14.651131, -7.557632, 15.124205], [-17.128440, -6.561675, 21.009982], [-17.848616, -6.018519, 20.364328], [-17.225143, -7.472500, 20.831348], [-16.709106, -9.105359, 20.258341], [-16.895943, -8.959321, 19.348231], [-17.371017, -9.759574, 20.500536], [-14.061586, -8.840306, 19.581311], [-15.029224, -8.997804, 19.806380], [-14.137247, -8.043487, 19.277631], [-20.009299, -11.712131, 18.745048], [-19.391545, -11.072618, 18.236029], [-20.184923, -11.303082, 19.492369], [-18.612176, -9.333989, 14.250406], [-18.348158, -8.541356, 14.665059], [-18.781948, -9.288352, 13.361500], [-18.017258, -7.015352, 15.089529], [-17.133941, -7.401832, 15.223012], [-17.777875, -6.269726, 15.565439]], "atomic_forces_ev_per_a": [[-2.842, -4.303, 5.298], [-0.413, 1.431, -0.985], [0.541, 1.142, -2.950], [2.703, 0.572, -2.213], [-0.221, 14.469, 2.385], [-1.256, -1.380, 2.098], [1.027, -10.927, -4.199], [-0.315, -1.876, -2.158], [-0.087, -0.198, 0.883], [-0.099, 0.099, -0.722], [1.230, 0.959, -0.859], [-0.468, -0.809, 0.917], [-0.698, 0.457, 0.421], [0.661, 3.344, 1.350], [0.590, -0.016, 1.373], [-1.210, -3.558, -2.854], [-1.120, 1.887, 0.328], [1.197, -0.258, 0.987], [0.027, -0.008, 0.667], [1.926, -0.178, 1.612], [0.481, 2.011, -1.751], [-2.318, -1.880, 0.197], [-2.268, 4.301, -1.364], [2.816, -2.304, 2.240], [-0.222, -1.557, -0.450], [-0.123, -0.796, 1.264], [-0.112, 0.513, -1.469], [0.006, -0.260, 0.313], [-1.193, -7.233, 2.851], [1.684, -0.419, 0.179], [-0.056, 7.632, -2.922], [2.889, -2.355, -6.667], [-1.624, -1.890, 1.237], [-1.452, 3.146, 5.425], [0.143, -2.989, 2.618], [-0.023, 1.493, -0.155], [-0.311, 0.789, -3.139], [0.350, -1.148, -0.521], [0.603, -0.893, -0.778], [-0.444, 2.989, 1.516]], "lowdin_charge": [-0.457, -0.042, -0.037, -0.016, 0.006, 0.132, -0.195, -0.101, -0.009, -0.065, -0.050, 0.037, 0.033, -0.163, 0.033, 0.101, -0.015, 0.000, 0.064, -0.124, 0.088, 0.108, -0.155, 0.086, -0.077, -0.022, -0.004, 0.092, -0.016, 0.026, -0.085, -0.049, 0.033, -0.110, -0.001, -0.051, 0.011, -0.028, 0.002, 0.020]}

---

(4)
{"formula": "C6H10N2O4S3", "method": "ωB97M-V/def2-TZVPD", "e_above_lowest_ev": 0.000, "spin_multiplicity": 1, "homo_energy_ev": [-8.07, -8.67], "symbols": ["C", "C", "C", "C", "C", "C", "N", "N", "O", "O", "O", "O", "S", "S", "S", "H", "H", "H", "H", "H", "H", "H", "H", "H", "H"], "xyz": [[2.731971, 0.477104, 1.096345], [2.962751, -0.308748, -0.193869], [1.242472, 0.837763, 1.028480], [1.651479, -1.079604, -0.329669], [-3.051276, -0.997933, -0.978457], [-1.918319, -0.370413, -0.253084], [0.632605, -0.155436, 0.147929], [-2.975172, 1.521950, 0.545651], [-3.924710, 1.731623, -0.132450], [-2.474472, 2.031330, 1.487257], [-0.266221, -0.200462, -2.257892], [-0.618624, 1.817800, -0.894293], [-3.350144, -2.331371, 0.248680], [-1.557885, -1.520278, 0.989137], [-0.475695, 0.396253, -0.972584], [2.922444, -0.160114, 1.960159], [3.358619, 1.362547, 1.168692], [3.075048, 0.373893, -1.036489], [3.827844, -0.965076, -0.145629], [0.758721, 0.796143, 2.006208], [1.080211, 1.829780, 0.602215], [1.418958, -1.367386, -1.353762], [1.647431, -1.967058, 0.311870], [-3.923604, -0.344637, -1.093583], [-2.774423, -1.407677, -1.950857]], "atomic_forces_ev_per_a": [[-0.103, -0.093, -0.137], [-0.205, -0.031, 0.127], [0.043, 0.762, 0.556], [0.408, -0.556, -0.351], [-0.432, -0.087, -0.227], [-0.099, 0.865, 0.717], [-0.534, 0.487, -0.861], [1.554, -2.695, -0.930], [-0.624, 0.823, 0.175], [-0.383, 0.668, 0.372], [0.127, -0.352, -0.003], [0.208, -0.045, 0.136], [-0.265, 0.052, -0.028], [-0.040, 0.115, -0.148], [-0.376, 0.133, 0.307], [0.052, 0.010, 0.033], [0.004, 0.023, 0.082], [0.039, -0.003, -0.069], [0.055, -0.013, -0.052], [0.073, 0.126, -0.013], [0.082, -0.031, 0.191], [0.115, -0.169, 0.126], [0.017, 0.003, -0.084], [0.186, -0.023, 0.048], [0.099, 0.030, 0.032]], "lowdin_charge": [-0.155, -0.154, -0.178, -0.201, -0.542, -0.732, -0.307, -0.299, 0.077, 0.088, -0.270, -0.275, 0.578, 0.677, 0.607, 0.112, 0.112, 0.120, 0.113, 0.121, 0.113, 0.110, 0.122, 0.073, 0.089]}

---

Question: What is the formula in the fourth record?
Answer: C6H10N2O4S3